20
Properties=species:S:1:pos:R:3:forces:R:3 method="wB97M-V/def2-TZVPD" e_above_lowest_kcal_mol=109.2 gap_ev=8.89
C -0.65980 -1.44076 1.37839 -2.3 2.2 0.9
H 1.74451 -2.14786 1.63010 0.8 -0.1 3.3
C -1.87981 1.97753 0.72215 3.9 -3.8 -1.0
C -1.62579 1.13827 -0.29657 4.1 -0.8 1.6
B 0.29573 -0.02996 -0.38668 -2.9 4.3 -1.7
H -1.13728 1.90320 1.52365 -0.6 0.2 0.2
H -1.13169 -2.31832 0.96130 -0.1 -0.2 -0.6
N 0.45595 -0.92853 0.59684 0.8 -3.0 0.5
H -1.51289 -0.61097 1.53239 2.1 -1.9 -0.6
H -1.94394 1.14129 -1.29234 -1.5 0.0 -1.1
H 1.77468 -0.13730 -2.18024 -0.2 0.6 0.2
C 1.09280 0.55738 -1.64571 -0.2 -0.6 -0.5
H -0.34810 -1.75767 2.36026 0.4 0.1 0.5
H 2.53005 -1.41094 0.25806 -0.3 -0.3 0.0
H 1.10870 2.25056 -3.13553 -0.1 -1.0 1.2
H 1.46752 -2.92367 0.26716 -0.3 1.2 -0.7
H -2.65406 2.58829 0.84162 -3.1 2.7 0.2
C 0.75213 1.75207 -2.19018 1.0 -1.0 -0.2
C 1.62415 -1.87983 0.65863 -0.8 0.4 -2.3
H 0.04714 2.27722 -1.60330 -0.7 0.9 0.2



15
Properties=species:S:1:pos:R:3:forces:R:3 method="wB97M-V/def2-TZVPD" e_above_lowest_kcal_mol=40.2 gap_ev=8.48
H -2.51919 -1.73315 1.38628 0.7 0.4 -0.1
C 1.86699 0.30251 -1.43074 -1.2 -3.5 -0.6
N -1.79146 -1.30740 1.95356 -0.9 -0.9 0.2
C -0.66709 0.13250 0.28019 -1.2 -0.5 -0.7
H 1.33457 1.79123 -2.93115 0.2 -2.9 1.1
H 1.75674 -0.73458 -1.03721 0.4 0.8 -0.4
I -1.82827 -0.15403 -1.48361 0.2 -0.1 1.1
C 1.32504 0.61288 -2.58776 0.7 5.4 -0.9
H 0.03986 1.04276 2.54866 -0.6 -3.0 -0.4
F 2.44229 1.06425 -0.52994 0.4 1.4 0.2
H 0.11850 0.83058 0.17656 0.4 0.6 -0.2
O -0.18284 0.03238 2.56050 1.5 3.1 1.1
H 0.83501 0.05730 -3.35471 0.0 -1.0 0.3
C -0.90177 -0.36963 1.49645 -1.0 -0.4 0.3
H -1.82837 -1.56760 2.95292 0.3 0.7 -1.2



18
Properties=species:S:1:pos:R:3:forces:R:3 method="wB97M-V/def2-TZVPD" total_charge=-1 e_above_lowest_kcal_mol=3.3 gap_ev=7.24
C -0.80934 0.53435 -1.56780 -1.2 0.0 0.3
C -0.68668 -0.82014 -0.81530 0.3 0.6 -0.4
N 0.45955 -2.14145 2.26618 0.1 0.3 -0.3
H -0.94556 2.70147 -1.23446 -0.1 -0.3 0.1
H -0.04030 1.83611 -0.00543 -0.3 -0.1 0.1
H 2.18291 1.32287 0.38530 0.0 0.1 0.0
H -1.75887 0.50078 -2.14561 0.4 0.1 -0.1
H -1.59132 -0.94677 -0.19206 0.3 0.0 -0.2
H 2.43638 -2.08704 -0.27373 -0.3 0.2 0.0
In 1.13227 -1.09327 0.48837 0.2 -0.6 -0.1
H -1.84046 1.75448 -0.02593 0.2 -0.2 0.0
C -0.93221 1.76908 -0.64170 0.6 0.1 -0.5
H -0.20144 -2.84815 1.95054 0.0 0.0 0.1
H -0.02168 0.71052 -2.31437 0.1 -0.2 0.3
H -0.11641 -1.45881 2.75658 -0.1 -0.1 0.1
H 1.36524 1.17306 1.76938 0.1 0.2 0.0
N 2.05467 0.70732 1.18435 -0.2 -0.1 0.0
H -0.68675 -1.61443 -1.58432 -0.1 0.1 0.4



17
Properties=species:S:1:pos:R:3:forces:R:3 method="wB97M-V/def2-TZVPD" total_charge=-2 e_above_lowest_kcal_mol=22.4 gap_ev=6.48
C 1.43154 -0.02558 -0.74007 -0.8 -0.3 1.9
H 2.58816 0.05187 1.02301 -0.3 -0.4 0.5
H 0.38102 0.10592 1.12761 -0.2 -1.0 -0.5
O 3.96044 0.21015 -0.43307 0.0 0.5 -0.6
H 3.03600 -1.39959 0.09107 -0.8 -1.9 0.3
C 0.24391 -0.51595 0.19610 1.4 -0.3 0.8
H -1.69826 -1.17473 -0.73102 0.7 0.5 0.4
H 0.50582 -1.62028 0.40583 -0.6 1.5 0.1
H -4.04384 2.02426 0.79138 -0.1 -1.2 -1.0
H -3.09081 0.54772 0.53147 0.3 0.1 0.5
C -1.23732 -0.31897 -0.14053 -1.1 0.8 -0.2
C 2.81049 -0.36224 0.02393 0.3 2.2 -1.1
O -4.12150 1.24945 0.17059 0.8 0.6 1.1
H 1.40610 1.06522 -0.81722 0.0 0.1 0.0
O -2.04690 -0.02743 0.99534 -0.6 -0.1 -1.0
H -1.34505 0.59277 -0.77290 0.4 -0.5 -0.3
H 1.22018 -0.40257 -1.72150 0.6 -0.6 -0.9



59
Properties=species:S:1:pos:R:3:forces:R:3 method="wB97M-V/def2-TZVPD" total_charge=-2 e_above_lowest_kcal_mol=35.2 gap_ev="6.47 / 6.86" s2=6.0075 multiplicity=5
C -2.39311 0.88413 -2.30127 0.0 -0.3 0.9
O -4.55451 3.12451 1.38228 0.0 -0.1 -0.1
H 3.08552 5.26831 1.52926 0.0 0.0 0.0
F -3.55137 0.37722 -1.62136 -0.5 0.0 -0.2
H 1.24886 0.14404 1.26287 0.0 0.0 0.0
O 0.52906 1.78181 -0.44895 -0.4 -0.3 0.2
C 2.80357 2.86303 -0.83646 -0.2 0.0 -0.4
F -2.87709 2.02921 -2.88966 0.1 0.1 0.0
O -2.64182 2.40791 0.42358 0.5 -0.2 -0.3
C -5.12582 0.40362 2.13272 -0.1 0.0 0.1
C 4.25626 -1.41835 1.27980 0.0 0.0 0.0
C 3.98496 -0.10060 -0.71082 0.0 0.1 -0.1
S 1.72329 1.40638 -1.26874 0.5 0.6 0.8
H -7.03657 -0.75047 2.99647 0.0 0.0 0.0
C -1.48687 -1.78306 2.25217 0.0 0.1 0.2
H 3.92866 2.77063 -2.65121 0.0 0.1 0.0
H -5.99672 1.04887 2.11535 0.1 0.1 0.0
C 2.56231 3.56704 0.33460 -0.2 -0.2 0.1
O -1.75576 -2.16013 -0.80897 -0.2 -0.1 -0.1
Fe -1.44689 0.52043 -0.26727 0.3 0.1 -0.8
C -3.70651 2.27592 1.07325 -0.1 -0.1 0.1
H 4.84828 -2.10395 1.87491 0.0 0.0 0.0
H -0.89365 -4.71333 -0.60540 0.0 0.0 0.0
N -2.84266 0.09189 1.60767 0.3 0.0 -0.6
H 2.60495 -1.39571 2.65226 -0.1 0.0 0.0
H 5.21279 4.84015 -2.16269 0.0 0.0 0.0
H 5.71038 -1.30112 -0.29644 0.0 0.0 0.0
C -0.72710 -2.78227 -1.56154 0.3 0.0 -0.1
C 3.75752 3.32105 -1.73176 -0.1 -0.2 -0.1
H 0.17426 -3.56787 0.23185 0.0 0.0 0.0
H -1.82835 -2.44780 -3.37400 0.0 0.0 0.0
F -2.29474 0.02005 -3.37586 0.1 0.1 0.0
C -0.13856 -3.93631 -0.74785 0.1 0.0 0.0
O -6.34592 -1.40302 3.14324 0.1 -0.1 0.0
C 4.47755 4.47599 -1.45439 0.1 0.0 0.0
H -1.38616 -2.04462 0.09310 0.0 0.1 -0.3
C -2.86320 -1.10164 2.18997 0.2 -0.1 0.0
C -3.92741 0.85462 1.61276 0.0 0.1 0.0
C -5.17603 -0.87963 2.66086 0.2 0.2 -0.1
C 4.74432 -0.96498 0.06095 0.0 0.0 0.0
H -4.01450 -2.62031 3.18612 0.1 0.0 0.0
H -0.53021 -3.65942 -3.50559 0.0 0.0 0.0
O -0.65624 -1.34433 1.39551 0.1 0.1 0.4
O 0.24779 -0.59080 -1.49941 -0.1 0.2 0.4
H -2.05805 -4.06547 -2.67720 0.0 0.0 0.0
C -4.01606 -1.63941 2.73303 -0.1 -0.1 0.1
C 2.74692 0.31456 -0.24930 -0.2 -0.3 -0.1
H 1.78903 3.20326 0.99984 0.0 0.1 0.0
H 0.72915 -4.36000 -1.25370 0.0 0.0 -0.1
C 4.24256 5.17239 -0.27804 0.0 0.0 0.0
H 4.80285 6.07466 -0.06170 0.0 0.0 0.0
C -1.32835 -3.27543 -2.87080 0.0 0.1 0.1
C 3.00313 -1.01590 1.72024 0.1 0.0 0.0
H 4.34679 0.24291 -1.67249 0.0 0.0 0.0
O -1.31062 -2.64643 3.11464 -0.1 0.0 0.0
C 3.28100 4.71750 0.61699 0.1 -0.1 -0.1
O 1.39901 -2.20088 -2.53981 0.2 -0.1 -0.1
C 0.42536 -1.78538 -1.90813 -0.5 0.3 0.3
C 2.24476 -0.14347 0.95451 -0.2 0.1 -0.1



12
Properties=species:S:1:pos:R:3:forces:R:3 method="wB97M-V/def2-TZVPD" total_charge=-1 e_above_lowest_kcal_mol=57.5 gap_ev=8.04
H 0.50341 0.02412 -2.28390 -1.0 -2.4 -1.4
H -1.66999 -2.18589 1.33600 2.0 1.0 0.1
C -1.07168 -1.14981 1.11560 -4.4 0.5 2.9
C 1.32181 1.20183 -1.00186 -1.8 -0.7 0.6
H 0.42294 0.95384 0.83328 0.3 -0.8 -0.7
C 1.22715 0.74994 -2.27351 2.3 2.7 0.8
H 1.43141 2.25842 -0.78793 1.3 0.0 0.3
O -1.44050 -0.76364 -0.02902 0.9 -0.5 0.1
H 0.10975 -0.29831 -0.32060 1.2 1.4 0.9
O -0.71734 -0.45168 2.14095 0.1 -2.0 -2.6
N 0.82746 0.41310 0.04930 0.2 1.3 -1.2
H 1.80931 1.26688 -3.05878 -1.1 -0.6 0.1



12
Properties=species:S:1:pos:R:3:forces:R:3 method="wB97M-V/def2-TZVPD" e_above_lowest_kcal_mol=74.9 gap_ev=7.57
H -1.14448 2.37004 -0.04180 0.7 -0.9 0.1
H 2.20647 0.80245 0.33802 0.2 0.1 -0.2
H -1.06434 -2.11667 -0.16029 -0.3 -0.9 -0.9
N 1.49378 1.51024 0.21247 0.0 0.6 -0.2
H -0.77085 -1.36495 1.36268 0.4 0.3 -0.6
N 0.40398 0.85229 -0.07436 -1.6 0.8 0.1
S -2.02547 0.10765 -0.05755 -1.7 -1.7 -0.5
C 0.46325 -0.59025 -0.32567 2.0 -0.9 -1.0
C -0.85365 1.30329 -0.10472 2.3 1.5 0.1
H 0.56395 -0.84380 -1.43070 -0.6 0.8 1.0
H 1.50457 -0.83326 0.01882 -1.4 -0.6 0.4
C -0.77721 -1.19702 0.26310 0.0 0.9 1.7



8
Properties=species:S:1:pos:R:3:forces:R:3 method="wB97M-V/def2-TZVPD" e_above_lowest_kcal_mol=94.7 gap_ev="7.36 / 7.36"
H -0.31302 -2.15734 -0.21498 -0.6 -2.4 -0.4
C -1.16482 -0.24307 0.17676 0.4 1.8 0.0
I -3.16668 -0.16797 0.05710 -0.2 0.2 0.1
C 1.18931 1.13073 -0.05263 -1.2 -2.5 0.8
S 1.41944 -0.61951 0.08739 0.3 -1.0 -0.3
C -0.27587 -1.17986 0.08463 1.7 3.5 0.4
N 0.19263 1.78450 0.19010 -3.0 -1.2 -0.1
H 2.11900 1.45251 -0.32837 2.6 1.7 -0.6